[1]
{
  "formula": "C5H8N4O",
  "method": "ωB97M-V/def2-TZVPD",
  "e_tot_ha": -489.56956,
  "relative_energy_kj_mol": 155.9,
  "mol_weight_g_mol": 140.146,
  "lumo_ev": -0.08,
  "charge": 0,
  "homo_lumo_gap_ev": 9.026,
  "species": ["N", "C", "C", "N", "C", "C", "N", "C", "N", "H", "H", "H", "H", "H", "H", "O", "H", "H"],
  "positions_angstrom": [[-1.20, -3.60, 2.54], [-0.88, -2.68, 1.92], [-0.59, -1.60, 0.96], [0.48, -0.73, 1.41], [0.79, 0.26, 0.67], [1.79, 1.34, 1.01], [1.76, 2.28, -0.10], [0.89, 1.84, -0.92], [0.31, 0.63, -0.57], [-0.33, -2.09, 0.00], [-1.53, -1.05, 0.81], [1.52, 1.84, 1.96], [2.80, 0.92, 1.14], [0.55, 2.36, -1.82], [-0.39, 0.17, -1.16], [-1.80, -0.22, -2.40], [-1.55, 0.10, -3.27], [-2.62, 0.24, -2.18]],
  "lowdin_charge": [0.1300, -0.2080, -0.2422, 0.0629, -0.3456, -0.1336, 0.0401, -0.2004, 0.1069, 0.1260, 0.1226, 0.1273, 0.1261, 0.1255, 0.0884, -0.0529, 0.0572, 0.0698]
}


[2]
{
  "formula": "C5H8N4O2S",
  "method": "ωB97M-V/def2-TZVPD",
  "e_tot_ha": -962.95506,
  "relative_energy_kj_mol": 269.8,
  "mol_weight_g_mol": 188.212,
  "lumo_ev": -0.06,
  "charge": 0,
  "homo_lumo_gap_ev": 8.845,
  "species": ["C", "C", "C", "C", "C", "H", "H", "H", "H", "H", "H", "H", "H", "N", "N", "N", "N", "O", "O", "S"],
  "positions_angstrom": [[-2.92, 0.36, 0.21], [-1.59, -0.21, -0.03], [-0.29, 0.63, -0.12], [2.23, 0.31, -0.68], [2.83, -0.42, 0.54], [-2.30, 2.28, 0.05], [-4.01, 1.89, -0.09], [0.70, -1.05, -0.72], [2.30, 1.39, -0.60], [2.63, -0.19, -1.70], [3.97, -0.24, 0.56], [2.39, -0.13, 1.55], [2.85, -2.44, 1.28], [-3.07, 1.66, 0.52], [-3.88, -0.37, 0.05], [-1.76, -1.57, -0.26], [0.84, 0.00, -0.66], [-0.29, 1.82, -0.07], [2.71, -1.85, 0.35], [-3.32, -1.88, -0.14]],
  "lowdin_charge": [-0.6467, -0.1647, -0.4047, -0.1820, -0.2654, 0.1213, 0.1732, 0.1412, 0.1186, 0.1743, 0.1259, 0.1343, 0.1928, 0.0915, -0.2173, -0.2701, 0.0129, 0.0644, -0.1735, 0.9739]
}


[3]
{
  "formula": "C5H8N4S",
  "method": "ωB97M-V/def2-TZVPD",
  "e_tot_ha": -812.44512,
  "relative_energy_kj_mol": 368.4,
  "mol_weight_g_mol": 156.214,
  "lumo_ev": 0.67,
  "charge": 0,
  "homo_lumo_gap_ev": 9.211,
  "species": ["C", "C", "C", "S", "C", "N", "C", "N", "N", "N", "H", "H", "H", "H", "H", "H", "H", "H"],
  "positions_angstrom": [[3.17, -0.98, 0.05], [2.02, -0.05, -0.17], [2.03, 1.25, 0.03], [0.43, 1.87, -0.31], [-0.12, 0.21, -0.57], [-1.40, -0.04, -0.97], [-2.32, 0.00, -0.20], [-3.71, 0.00, -0.55], [-2.18, 0.11, 1.23], [0.81, -0.67, -0.50], [3.97, -0.47, 0.22], [3.64, -1.56, -0.99], [3.15, -1.72, 0.83], [3.00, 1.97, 0.16], [-3.66, -0.16, -1.46], [-4.42, -0.55, -0.22], [-3.09, 0.79, 1.76], [-1.31, -0.01, 1.65]],
  "lowdin_charge": [-0.0546, -0.4788, -0.3919, 0.9830, -0.6661, 0.1130, -0.5228, 0.1533, 0.0821, 0.1079, -0.0238, 0.1591, 0.0709, 0.1418, 0.0189, 0.0514, 0.2280, 0.0287]
}


[4]
{
  "formula": "C5H8N5O2",
  "method": "ωB97M-V/def2-TZVPD",
  "e_tot_ha": -619.25742,
  "relative_energy_kj_mol": 0.0,
  "mol_weight_g_mol": 170.152,
  "lumo_ev": -4.38,
  "charge": 1,
  "homo_lumo_gap_ev": 9.195,
  "species": ["N", "C", "N", "C", "N", "C", "C", "O", "N", "O", "C", "N", "H", "H", "H", "H", "H", "H", "H", "H"],
  "positions_angstrom": [[1.42, 1.79, 0.81], [0.32, 0.93, 0.75], [-0.57, 1.02, 1.73], [-0.99, -0.13, 2.14], [-0.30, -1.13, 1.62], [0.69, -0.69, 0.66], [0.63, -1.37, -0.70], [1.20, -2.34, -1.11], [-0.25, -0.80, -1.63], [-0.64, -1.51, -2.73], [-0.70, 0.49, -1.52], [-0.49, 1.31, -0.55], [1.86, 1.87, -0.16], [1.12, 2.71, 1.13], [-1.78, -0.09, 2.87], [-0.53, -2.07, 1.60], [1.67, -0.77, 1.00], [-0.12, -2.29, -2.99], [-1.41, 0.86, -2.31], [-1.13, 2.22, -0.61]],
  "lowdin_charge": [0.1267, -0.5190, 0.0970, -0.0911, 0.1150, -0.0474, -0.3066, 0.1789, -0.0406, 0.0855, -0.0056, 0.1607, 0.1394, 0.1021, 0.1494, 0.1386, 0.1418, 0.1487, 0.1899, 0.2367]
}


[5]
{
  "formula": "C5H8N5O2S2",
  "method": "ωB97M-V/def2-TZVPD",
  "e_tot_ha": -1415.48148,
  "relative_energy_kj_mol": 230.4,
  "mol_weight_g_mol": 234.286,
  "lumo_ev": [-5.89, -6.66],
  "charge": 1,
  "homo_lumo_gap_ev": [7.637, 6.661],
  "species": ["C", "C", "N", "N", "S", "O", "N", "N", "C", "C", "N", "C", "O", "S", "H", "H", "H", "H", "H", "H", "H", "H"],
  "positions_angstrom": [[-0.55, -1.57, 1.10], [0.09, -1.67, -0.24], [0.82, -0.63, -0.61], [1.36, 0.31, 0.00], [2.38, 0.31, 1.71], [1.31, 0.66, 2.57], [2.90, 1.91, 1.09], [2.45, 2.32, 0.01], [1.47, 1.62, -0.64], [0.20, 2.49, -0.39], [-0.04, -2.81, -0.94], [0.45, -3.41, -2.24], [0.00, -4.45, -2.47], [1.65, -2.41, -2.84], [-0.75, -0.45, 1.34], [0.12, -1.89, 1.88], [-1.53, -2.07, 1.20], [1.81, 1.71, -1.73], [0.33, 3.48, -0.94], [0.02, 2.69, 0.61], [-0.57, 2.01, -0.82], [-0.67, -3.49, -0.52]],
  "lowdin_charge": [0.0090, -0.3196, 0.0667, -0.1304, 1.0667, -0.4415, -0.0899, 0.0083, -0.3802, 0.0196, 0.1152, -0.9325, 0.1220, 0.9591, 0.1213, 0.0925, 0.1131, 0.1968, 0.1342, 0.0698, 0.0374, 0.1624]
}


[6]
{
  "formula": "C5H8NO",
  "method": "ωB97M-V/def2-TZVPD",
  "e_tot_ha": -324.78097,
  "relative_energy_kj_mol": 677.4,
  "mol_weight_g_mol": 98.125,
  "lumo_ev": -8.75,
  "charge": 1,
  "homo_lumo_gap_ev": 6.133,
  "species": ["C", "C", "C", "C", "C", "N", "O", "H", "H", "H", "H", "H", "H", "H", "H"],
  "positions_angstrom": [[-1.80, -1.26, -1.19], [1.63, 1.12, 1.05], [1.65, 0.35, -0.24], [0.38, 0.92, 0.23], [-0.80, 0.15, 0.66], [-1.59, -0.55, -0.28], [-2.92, -2.67, -1.87], [1.68, 0.50, 1.87], [1.99, 2.07, 1.30], [1.89, 0.80, -1.12], [1.99, -0.66, -0.10], [0.07, 1.81, -0.46], [-0.47, -0.42, 1.50], [-1.37, 1.04, 1.02], [-2.33, -3.19, -2.36]],
  "lowdin_charge": [0.3330, -0.0426, -0.0888, -0.3115, -0.1395, 0.1841, 0.1443, 0.0870, 0.1017, 0.0742, 0.1204, 0.1850, 0.1513, 0.1683, 0.0332]
}


Values of F_max, in order: 1.22, 6.95, 9.55, 4.49, 4.34, 6.99, all in eV Å⁻¹.